# 1
Entry from the OMol25 dataset: one molecule with the formula C2H6N6S (ωB97M-V/def2-TZVPD).

Structure (XYZ):
```
15
Properties=species:S:1:pos:R:3:forces:R:3
C 0.856 0.364 -0.363 -5.06 -4.86 0.59
C -1.385 0.562 -0.126 2.04 -2.15 -1.38
N -0.136 1.133 -0.414 1.53 1.30 0.49
N 0.074 -1.257 -0.082 2.34 1.72 0.50
N -1.208 -0.829 -0.130 -2.74 3.18 0.23
N -2.314 -1.636 0.219 -0.55 0.32 -0.38
N 2.797 1.426 0.441 -0.17 0.34 -1.23
N 2.150 0.323 -0.264 3.48 -0.88 1.52
S -2.762 1.400 -0.028 -0.96 0.23 0.41
H 0.158 -1.917 -0.834 0.60 -0.38 -0.65
H -2.934 -1.686 -0.631 0.83 0.11 1.05
H -2.862 -1.045 0.893 0.54 -0.73 -0.67
H 2.510 1.530 1.405 -0.39 -0.98 0.46
H 2.364 2.259 0.046 0.44 0.02 -0.46
H 2.691 -0.627 -0.133 -1.93 2.76 -0.48
```
Positions in Å, forces in eV/Å.

Output
ΔE to the lowest compared entry with this formula, charge and spin, kJ/mol: 277.6
Highest occupied orbital energy, eV: -8.042

So, what does the Mulliken scheme give us? The charges, in e, come out as: number 1, C, carries 0.624; number 2, C, carries 0.012; number 3, N, carries -0.475; number 4, N, carries -0.638; number 5, N, carries 0.717; number 6, N, carries -0.855; number 7, N, carries -0.599; number 8, N, carries -0.120; number 9, S, carries -0.364; number 10, H, carries 0.237; number 11, H, carries 0.291; number 12, H, carries 0.281; number 13, H, carries 0.267; number 14, H, carries 0.296; number 15, H, carries 0.326

# 2
Entry from the OMol25 dataset: ArH26O13 as an isolated structure (ωB97M-V/def2-TZVPD).

Structure (XYZ):
```
40
Properties=species:S:1:pos:R:3:forces:R:3
Ar -0.585 -0.873 -0.034 0.03 0.04 0.04
O 0.338 2.438 1.968 0.23 0.42 -0.19
H -0.414 1.868 2.127 -0.37 -0.32 0.18
H 0.985 2.168 2.619 0.10 0.00 0.21
O 3.301 -2.329 1.249 0.13 -0.91 -0.51
H 2.822 -3.005 1.728 -0.02 -0.27 0.14
H 2.969 -1.504 1.601 -0.12 0.94 0.23
O -0.874 3.217 -0.399 -0.73 0.39 0.04
H -0.728 2.617 -1.130 0.25 -0.14 -0.35
H -0.235 2.950 0.262 0.36 0.00 0.40
O 0.329 1.624 -2.390 0.66 0.26 0.52
H 1.107 1.939 -2.851 0.18 0.39 -0.17
H -0.252 1.314 -3.084 -0.64 -0.91 -0.47
O 0.984 0.529 4.194 -0.21 0.20 0.21
H 0.954 0.075 3.352 0.20 -0.17 -0.55
H 1.127 -0.166 4.836 0.11 -0.08 0.25
O 2.266 -3.471 -1.489 -0.36 0.13 -0.25
H 2.456 -2.936 -0.719 0.38 0.25 0.60
H 2.716 -4.299 -1.323 0.12 -0.21 -0.03
O -0.580 -3.581 -2.057 -0.38 -0.07 -0.16
H 0.166 -3.416 -1.480 0.61 -0.04 -0.05
H -1.302 -3.788 -1.464 -0.25 -0.03 0.05
O 2.635 0.390 -1.066 0.48 -0.03 0.28
H 2.658 -0.506 -1.401 0.11 -0.34 -0.25
H 1.820 0.754 -1.411 -0.77 0.18 -0.22
O -3.383 -0.238 -1.895 0.01 -0.49 -0.82
H -4.005 -0.897 -1.589 -0.08 -0.17 -0.09
H -3.281 0.359 -1.154 0.01 0.65 0.79
O -2.043 0.867 2.611 0.18 0.05 -0.04
H -2.591 1.467 3.117 -0.16 0.31 0.24
H -2.050 0.053 3.114 0.11 -0.31 0.07
O 2.399 0.181 1.599 -0.22 -0.26 1.34
H 2.856 0.960 1.914 0.19 0.11 0.16
H 2.461 0.235 0.645 -0.04 0.22 -1.25
O -3.440 1.310 0.310 -0.60 0.01 -0.29
H -3.502 2.257 0.188 0.12 0.33 -0.25
H -2.784 1.198 0.998 0.40 -0.25 0.32
O -1.395 -0.046 -3.820 0.84 0.45 -0.56
H -2.066 -0.134 -3.143 -0.71 -0.33 0.69
H -1.835 0.417 -4.534 -0.19 -0.01 -0.27
```
Positions in Å, forces in eV/Å.

Output
ΔE to the lowest compared entry with this formula, charge and spin, kJ/mol: 9.0
Highest occupied orbital energy, eV: -10.314

So, what does the Mulliken scheme give us? The charges, in e, come out as: number 1, Ar, carries -0.007; number 2, O, carries -0.654; number 3, H, carries 0.386; number 4, H, carries 0.279; number 5, O, carries -0.664; number 6, H, carries 0.318; number 7, H, carries 0.374; number 8, O, carries -0.641; number 9, H, carries 0.403; number 10, H, carries 0.328; number 11, O, carries -0.689; number 12, H, carries 0.308; number 13, H, carries 0.319; number 14, O, carries -0.633; number 15, H, carries 0.245; number 16, H, carries 0.294; number 17, O, carries -0.647; number 18, H, carries 0.353; number 19, H, carries 0.295; number 20, O, carries -0.597; number 21, H, carries 0.306; number 22, H, carries 0.301; number 23, O, carries -0.732; number 24, H, carries 0.315; number 25, H, carries 0.418; number 26, O, carries -0.677; number 27, H, carries 0.288; number 28, H, carries 0.404; number 29, O, carries -0.615; number 30, H, carries 0.286; number 31, H, carries 0.237; number 32, O, carries -0.598; number 33, H, carries 0.280; number 34, H, carries 0.409; number 35, O, carries -0.764; number 36, H, carries 0.324; number 37, H, carries 0.417; number 38, O, carries -0.693; number 39, H, carries 0.404; number 40, H, carries 0.319

# 3
Entry from the OMol25 dataset: a 2-piece molecular cluster, C4H12 overall (ωB97M-V/def2-TZVPD).

Structure (XYZ):
```
16
Properties=species:S:1:pos:R:3:forces:R:3
C 1.013 -1.295 1.721 -2.47 1.77 -4.31
C 0.077 -2.509 1.834 0.75 1.19 3.59
H 1.835 -1.568 0.981 -0.90 0.85 1.03
H 0.384 -0.306 1.342 1.61 -2.44 0.27
H 1.364 -0.890 2.607 1.05 -0.03 2.00
H -0.775 -2.298 2.583 1.54 -0.59 -0.76
H 0.811 -3.261 2.169 -1.02 -0.43 0.31
H -0.408 -2.863 0.993 -0.56 -0.31 -2.14
C 0.125 2.234 -1.743 -0.55 2.21 -0.87
C -1.160 1.453 -1.825 -0.15 0.76 1.40
H 0.982 1.633 -1.443 -0.03 0.37 0.42
H 0.285 2.553 -2.777 0.64 0.25 0.07
H -0.080 3.248 -1.168 0.88 -2.29 -0.72
H -1.142 0.571 -2.428 -0.02 -0.27 -0.70
H -1.340 1.148 -0.825 -0.57 -0.77 1.03
H -1.970 2.150 -2.023 -0.20 -0.28 -0.62
```
Positions in Å, forces in eV/Å.

Output
ΔE to the lowest compared entry with this formula, charge and spin, kJ/mol: 111.5
Highest occupied orbital energy, eV: -11.200

So, what does the Mulliken scheme give us? The charges, in e, come out as: number 1, C, carries -0.656; number 2, C, carries -0.804; number 3, H, carries 0.241; number 4, H, carries 0.079; number 5, H, carries 0.338; number 6, H, carries 0.241; number 7, H, carries 0.236; number 8, H, carries 0.327; number 9, C, carries -0.760; number 10, C, carries -0.874; number 11, H, carries 0.281; number 12, H, carries 0.263; number 13, H, carries 0.226; number 14, H, carries 0.315; number 15, H, carries 0.243; number 16, H, carries 0.304

no.,E (hartree),largest force on an atom (hartree/bohr)
1,-806.37924,0.1370
2,-1521.25395,0.0269
3,-159.54252,0.1026